No. 1
This record from OMol25 describes a structure of composition C42H35ClGeNO6PS5Sn. The level of theory is ωB97M-V/def2-TZVPD.

Last column: Mulliken charge in e.
Atoms and positions in Å:
Sn (0.886, -1.168, 2.847)  0.838
S (7.497, -6.293, 2.920)  -0.147
C (6.171, -5.373, 2.872)  0.119
S (6.157, -3.750, 2.226)  0.017
C (4.460, -3.397, 2.386)  0.152
C (3.660, -4.523, 2.971)  0.103
S (2.060, -4.506, 3.167)  -0.077
S (4.612, -5.909, 3.434)  -0.021
S (3.877, -1.966, 1.904)  -0.138
N (-1.651, -2.937, 1.878)  -0.186
C (-1.957, -3.235, 0.531)  0.649
C (-3.195, -3.790, 0.204)  -0.522
C (-3.500, -4.125, -1.101)  -0.775
C (-2.574, -3.900, -2.112)  -0.842
C (-1.340, -3.367, -1.789)  -0.743
C (-1.005, -3.041, -0.474)  0.626
P (0.715, -2.561, -0.048)  1.830
C (1.316, -1.687, -1.535)  -0.217
C (1.373, -0.298, -1.493)  -0.231
C (1.757, 0.435, -2.607)  -0.725
C (2.111, -0.223, -3.773)  -0.725
C (2.084, -1.611, -3.822)  -0.955
C (1.689, -2.339, -2.712)  -0.379
C (1.549, -4.185, -0.179)  0.588
C (0.870, -5.354, 0.169)  -0.711
C (1.530, -6.574, 0.189)  -0.539
C (2.875, -6.645, -0.144)  -0.767
C (3.555, -5.491, -0.503)  -0.826
C (2.897, -4.270, -0.521)  -0.788
H (-1.532, -1.939, 2.025)  -0.204
H (-2.389, -3.241, 2.501)  0.255
H (-3.925, -3.943, 0.989)  0.384
H (-4.468, -4.548, -1.332)  0.376
H (-2.808, -4.146, -3.138)  0.438
H (-0.612, -3.212, -2.574)  0.346
H (1.131, 0.220, -0.584)  0.327
H (1.791, 1.517, -2.551)  0.627
H (2.421, 0.342, -4.642)  0.445
H (2.372, -2.129, -4.727)  0.428
H (1.680, -3.421, -2.763)  0.543
H (-0.181, -5.313, 0.422)  0.368
H (0.989, -7.470, 0.463)  0.447
H (3.389, -7.597, -0.131)  0.411
H (4.600, -5.540, -0.783)  0.497
H (3.439, -3.379, -0.813)  0.652
O (1.327, 2.368, 3.043)  -0.566
Cl (2.362, 1.457, 2.725)  1.938
O (3.581, 2.097, 2.406)  -0.643
O (1.925, 0.610, 1.574)  -0.440
O (2.536, 0.475, 3.810)  -0.757
O (-2.758, 0.749, 3.510)  -0.673
C (-2.036, 0.485, 2.585)  0.301
O (-0.826, -0.048, 2.744)  -0.545
C (-2.465, 0.651, 1.140)  -0.338
C (-1.382, 1.205, 0.226)  0.257
Ge (-1.391, 3.135, -0.094)  1.886
C (0.212, 3.509, -1.143)  0.039
C (0.125, 3.880, -2.483)  -0.337
C (1.270, 4.057, -3.248)  -0.768
C (2.522, 3.866, -2.681)  -0.671
C (2.625, 3.495, -1.348)  -0.949
C (1.479, 3.316, -0.590)  0.600
C (-2.978, 3.569, -1.153)  -0.047
C (-3.354, 4.904, -1.307)  -0.498
C (-4.465, 5.252, -2.059)  -0.658
C (-5.226, 4.265, -2.668)  -0.439
C (-4.871, 2.933, -2.522)  -0.675
C (-3.754, 2.592, -1.771)  -0.309
C (-1.464, 4.199, 1.534)  0.225
C (-2.588, 4.101, 2.352)  -0.142
C (-2.674, 4.819, 3.533)  -0.790
C (-1.635, 5.658, 3.909)  -0.521
C (-0.515, 5.774, 3.101)  -0.682
C (-0.430, 5.045, 1.925)  -0.341
H (-3.391, 1.228, 1.125)  0.360
H (-2.737, -0.363, 0.811)  0.257
H (-1.444, 0.751, -0.766)  0.606
H (-0.410, 0.941, 0.630)  -1.023
H (-0.847, 4.026, -2.939)  0.358
H (1.185, 4.346, -4.288)  0.416
H (3.414, 4.006, -3.277)  0.373
H (3.597, 3.338, -0.898)  0.414
H (1.578, 3.016, 0.446)  0.138
H (-2.776, 5.684, -0.823)  0.409
H (-4.740, 6.293, -2.168)  0.405
H (-6.096, 4.533, -3.252)  0.372
H (-5.464, 2.159, -2.993)  0.398
H (-3.488, 1.546, -1.674)  0.311
H (-3.413, 3.455, 2.072)  0.248
H (-3.549, 4.718, 4.162)  0.416
H (-1.697, 6.216, 4.834)  0.382
H (0.298, 6.426, 3.391)  0.421
H (0.453, 5.143, 1.307)  0.332

Summary:
- gap between HOMO and LUMO (eV) = 5.94
- multiplicity = 1
- ΔE to the lowest compared entry with this formula, charge and spin (kJ/mol) = 6.8
- net charge = 0
- HOMO energy (eV) = -8.759
- LUMO energy (eV) = -2.82

---

No. 2
This record from OMol25 describes a structure of composition C42H35N4O9PSi2 at a distorted geometry. The level of theory is ωB97M-V/def2-TZVPD.

Last column: Mulliken charge in e.
Atoms and positions in Å:
C (4.296, 0.895, 2.161)  -0.887
N (3.560, 0.767, 0.867)  -0.124
C (4.078, 1.683, -0.195)  -0.743
Si (3.443, 1.118, -1.918)  0.227
C (4.037, -0.730, -2.113)  -0.625
O (4.582, -0.985, -3.450)  -0.178
O (5.875, -0.609, -3.532)  -0.347
O (4.130, 1.973, -3.263)  -0.538
Si (4.511, 3.617, -2.900)  0.356
O (4.916, 4.365, -4.452)  -0.253
C (4.980, 5.779, -4.275)  0.413
N (5.323, 6.878, -3.883)  -0.435
P (6.383, 3.834, -1.678)  0.452
O (7.268, 5.011, -2.160)  -0.665
C (3.076, 4.645, -2.183)  0.576
C (3.209, 5.413, -0.797)  -0.080
C (1.895, 6.201, -0.457)  -0.468
C (0.603, 6.219, -1.305)  -0.243
N (0.536, 5.510, -2.540)  -0.557
C (1.717, 4.813, -2.911)  -0.208
C (1.506, 1.191, -1.986)  0.978
C (0.630, 0.826, -0.726)  -0.213
C (-0.931, 0.960, -0.883)  -0.518
C (-1.452, 1.404, -2.279)  -0.446
N (-0.687, 1.700, -3.454)  -0.568
C (0.729, 1.604, -3.271)  -0.657
H (3.555, 0.566, 2.992)  0.298
H (5.161, 0.145, 2.200)  0.267
H (4.583, 1.973, 2.401)  0.296
H (3.494, -0.212, 0.559)  0.231
H (5.242, 1.680, -0.148)  0.391
H (3.661, 2.729, 0.027)  0.378
H (4.900, -0.942, -1.361)  0.378
H (3.197, -1.463, -1.845)  0.281
H (6.455, -1.153, -2.944)  0.311
H (7.091, 2.590, -1.571)  0.099
H (5.956, 4.173, -0.329)  0.022
H (4.152, 5.417, -0.160)  0.255
H (1.888, 6.815, 0.520)  0.270
H (-0.334, 6.800, -0.964)  0.318
H (1.656, 4.271, -3.932)  0.267
H (1.051, 0.480, 0.276)  0.294
H (-1.590, 0.717, 0.028)  0.656
H (-2.600, 1.500, -2.381)  0.325
H (1.380, 1.849, -4.196)  0.431
C (-2.326, -2.490, 4.947)  -0.647
C (-3.026, -2.523, 6.151)  -0.508
C (-4.040, -1.601, 6.393)  -0.600
C (-4.349, -0.636, 5.434)  0.338
C (-3.632, -0.588, 4.239)  0.356
C (-2.627, -1.524, 3.992)  -0.594
C (-3.916, 0.462, 3.234)  0.364
O (-3.290, 0.502, 2.186)  -0.603
C (-4.962, 1.467, 3.524)  0.238
C (-5.202, 2.497, 2.612)  -0.544
C (-6.193, 3.438, 2.869)  -0.550
C (-6.954, 3.350, 4.033)  -0.475
C (-6.715, 2.329, 4.946)  -0.551
C (-5.712, 1.391, 4.698)  0.251
C (-5.441, 0.329, 5.693)  0.496
O (-6.104, 0.254, 6.714)  -0.679
H (-1.542, -3.215, 4.754)  0.448
H (-2.783, -3.269, 6.901)  0.389
H (-4.585, -1.635, 7.331)  0.483
H (-2.075, -1.501, 3.058)  0.598
H (-4.614, 2.570, 1.702)  0.498
H (-6.374, 4.241, 2.161)  0.405
H (-7.732, 4.081, 4.230)  0.395
H (-7.308, 2.268, 5.853)  0.467
C (0.468, -7.871, -3.806)  -0.472
C (0.736, -6.779, -4.628)  -0.490
C (0.352, -5.501, -4.237)  -0.489
C (-0.312, -5.312, -3.024)  0.222
C (-0.602, -6.409, -2.212)  0.141
C (-0.201, -7.688, -2.600)  -0.533
C (-1.350, -6.229, -0.946)  0.510
O (-1.601, -7.186, -0.234)  -0.677
C (-1.796, -4.870, -0.564)  0.461
C (-2.552, -4.692, 0.596)  -0.863
C (-2.964, -3.416, 0.969)  -0.463
C (-2.616, -2.315, 0.192)  -0.556
C (-1.868, -2.488, -0.967)  -0.557
C (-1.465, -3.768, -1.353)  0.092
C (-0.700, -3.946, -2.608)  0.456
O (-0.399, -2.982, -3.291)  -0.709
H (0.775, -8.867, -4.108)  0.396
H (1.246, -6.925, -5.575)  0.400
H (0.569, -4.653, -4.880)  0.494
H (-0.411, -8.544, -1.965)  0.463
H (-2.824, -5.546, 1.209)  0.473
H (-3.556, -3.280, 1.869)  0.593
H (-2.932, -1.319, 0.488)  0.433
H (-1.605, -1.625, -1.571)  0.680

Summary:
- gap between HOMO and LUMO (eV) = 7.67
- multiplicity = 1
- ΔE to the lowest compared entry with this formula, charge and spin (kJ/mol) = 838.3
- net charge = 0
- HOMO energy (eV) = -9.081
- LUMO energy (eV) = -1.41

---

No. 3
This record from OMol25 describes a structure of composition C42H35N6OPPtS at a distorted geometry. The level of theory is ωB97M-V/def2-TZVPD.

Last column: natural (NBO) charge in e.
Atoms and positions in Å:
Pt (0.558, 0.374, 1.192)  1.126
C (4.745, -0.363, 2.210)  -0.670
C (3.272, -0.080, 2.165)  0.135
N (2.596, -0.142, 1.039)  -0.221
N (3.117, -0.431, -0.127)  -0.458
C (2.231, -0.570, -1.116)  0.601
O (0.980, -0.651, -0.923)  -0.740
C (2.790, -0.584, -2.481)  -0.158
C (4.154, -0.364, -2.680)  -0.113
C (4.685, -0.349, -3.955)  -0.243
C (3.863, -0.555, -5.054)  -0.198
C (2.502, -0.752, -4.869)  -0.223
C (1.966, -0.767, -3.593)  -0.167
C (2.516, 0.284, 3.322)  0.172
C (3.096, 0.594, 4.567)  -0.235
C (2.299, 0.791, 5.667)  -0.160
C (0.905, 0.715, 5.521)  -0.271
C (0.385, 0.490, 4.267)  0.071
N (1.152, 0.270, 3.202)  -0.472
H (5.077, -0.593, 1.202)  0.256
H (4.979, -1.209, 2.855)  0.222
H (5.288, 0.509, 2.572)  0.218
H (4.777, -0.191, -1.817)  0.228
H (5.745, -0.179, -4.096)  0.212
H (4.283, -0.559, -6.050)  0.211
H (1.861, -0.905, -5.727)  0.211
H (0.906, -0.928, -3.452)  0.229
H (4.170, 0.650, 4.645)  0.224
H (2.736, 0.997, 6.635)  0.221
H (0.251, 0.818, 6.372)  0.224
H (-0.683, 0.464, 4.091)  0.221
S (-3.124, -5.711, 1.267)  0.250
C (-2.226, -4.160, 1.313)  -0.141
C (-1.563, -3.780, 2.470)  -0.270
C (-0.868, -2.581, 2.458)  0.061
N (-0.810, -1.783, 1.400)  -0.464
C (-1.464, -2.144, 0.305)  0.057
C (-2.189, -3.322, 0.210)  -0.206
C (-1.910, -6.598, 0.281)  -0.127
C (-1.959, -6.579, -1.102)  -0.263
C (-0.980, -7.281, -1.791)  0.045
N (-0.019, -7.965, -1.196)  -0.407
C (0.012, -7.982, 0.123)  0.044
C (-0.910, -7.314, 0.918)  -0.260
H (-1.593, -4.401, 3.351)  0.231
H (-0.337, -2.247, 3.339)  0.198
H (-1.408, -1.462, -0.532)  0.225
H (-2.720, -3.573, -0.696)  0.221
H (-2.735, -6.043, -1.626)  0.228
H (-0.966, -7.299, -2.873)  0.196
H (0.814, -8.557, 0.567)  0.196
H (-0.855, -7.353, 1.994)  0.230
N (-0.595, 2.022, 1.522)  -1.367
P (-1.143, 2.656, 0.206)  1.747
C (0.033, 3.399, -0.992)  -0.421
C (1.005, 2.552, -1.510)  -0.133
C (1.997, 3.031, -2.343)  -0.221
C (2.027, 4.381, -2.656)  -0.198
C (1.066, 5.235, -2.137)  -0.219
C (0.070, 4.752, -1.305)  -0.182
C (-2.208, 1.524, -0.771)  -0.405
C (-3.228, 0.990, 0.011)  -0.128
C (-4.095, 0.053, -0.511)  -0.236
C (-3.939, -0.361, -1.825)  -0.215
C (-2.914, 0.156, -2.601)  -0.209
C (-2.045, 1.104, -2.083)  -0.199
C (-2.282, 4.031, 0.559)  -0.420
C (-3.070, 4.547, -0.461)  -0.132
C (-3.877, 5.643, -0.221)  -0.237
C (-3.903, 6.221, 1.040)  -0.200
C (-3.129, 5.695, 2.061)  -0.215
C (-2.319, 4.598, 1.822)  -0.177
H (0.962, 1.505, -1.247)  0.221
H (2.741, 2.354, -2.738)  0.221
H (2.804, 4.772, -3.297)  0.212
H (1.096, 6.291, -2.369)  0.212
H (-0.668, 5.432, -0.903)  0.223
H (-3.315, 1.336, 1.033)  0.220
H (-4.884, -0.359, 0.101)  0.215
H (-4.620, -1.089, -2.243)  0.213
H (-2.792, -0.187, -3.619)  0.213
H (-1.259, 1.519, -2.700)  0.230
H (-3.040, 4.085, -1.440)  0.212
H (-4.481, 6.059, -1.014)  0.213
H (-4.524, 7.086, 1.224)  0.212
H (-3.153, 6.153, 3.039)  0.213
H (-1.708, 4.160, 2.596)  0.242

Summary:
- expectation value of S² = 2.013
- gap between HOMO and LUMO (alpha / beta) (eV) = 6.44 / 6.79
- multiplicity = 3
- net charge = 0
- HOMO energy (alpha / beta) (eV) = -6.549 / -7.308
- LUMO energy (alpha / beta) (eV) = -0.11 / -0.52

---

No. 4
This record from OMol25 describes a structure of composition C42H36CeClN2P2 at a distorted geometry. The level of theory is ωB97M-V/def2-TZVPD.

Last column: Mulliken spin population.
Atoms and positions in Å:
Ce (0.146, 0.165, -0.115)  1.023
Cl (1.302, 2.021, -1.454)  -0.014
P (0.505, -1.308, -2.159)  -0.018
P (0.033, 1.831, 1.799)  -0.014
C (-0.442, -2.798, -2.017)  0.003
C (2.220, -1.729, -2.276)  0.000
C (-0.040, -0.371, -3.578)  0.003
C (-1.103, 3.133, 1.461)  -0.001
C (-0.459, 1.005, 3.289)  0.003
C (1.712, 2.445, 1.973)  -0.001
C (-1.430, -3.052, -2.964)  0.000
C (-2.102, -4.267, -2.924)  0.000
C (-1.791, -5.216, -1.949)  -0.001
C (-0.803, -4.936, -1.003)  0.000
C (-0.131, -3.724, -1.035)  -0.003
H (-1.667, -2.312, -3.728)  0.000
H (-2.873, -4.478, -3.668)  0.000
H (-2.320, -6.171, -1.924)  0.000
H (-0.555, -5.674, -0.234)  0.000
H (0.646, -3.507, -0.289)  -0.001
C (-1.275, 0.272, -3.580)  0.001
C (-1.732, 0.860, -4.760)  0.000
C (-0.943, 0.824, -5.909)  0.000
C (0.301, 0.195, -5.879)  0.000
C (0.763, -0.407, -4.711)  0.000
H (-1.883, 0.318, -2.663)  0.000
H (-2.704, 1.360, -4.772)  0.000
H (-1.296, 1.295, -6.829)  0.000
H (0.927, 0.173, -6.774)  0.000
H (1.737, -0.892, -4.680)  0.000
C (2.482, -2.916, -2.941)  -0.001
C (3.805, -3.306, -3.153)  0.000
C (4.855, -2.502, -2.699)  0.000
C (4.579, -1.311, -2.029)  0.001
C (3.257, -0.922, -1.810)  0.001
H (1.665, -3.550, -3.284)  0.000
H (4.013, -4.240, -3.676)  0.000
H (5.888, -2.811, -2.867)  0.000
H (5.394, -0.679, -1.671)  0.000
H (3.039, 0.025, -1.289)  -0.003
C (0.438, 0.949, 4.354)  0.001
C (0.015, 0.398, 5.557)  0.000
C (-1.283, -0.093, 5.694)  -0.001
C (-2.162, -0.035, 4.610)  0.000
C (-1.749, 0.513, 3.408)  -0.002
H (1.451, 1.340, 4.244)  0.000
H (0.709, 0.357, 6.400)  0.000
H (-1.610, -0.524, 6.642)  0.000
H (-3.181, -0.421, 4.708)  0.000
H (-2.439, 0.553, 2.554)  0.000
C (-1.433, 3.569, 0.179)  0.001
C (-2.285, 4.662, 0.026)  0.000
C (-2.811, 5.302, 1.149)  0.000
C (-2.480, 4.846, 2.428)  0.000
C (-1.622, 3.755, 2.583)  0.000
H (-1.010, 3.070, -0.707)  -0.002
H (-2.541, 5.013, -0.976)  0.000
H (-3.482, 6.154, 1.031)  0.000
H (-2.890, 5.337, 3.311)  0.000
H (-1.377, 3.394, 3.582)  0.000
C (1.851, 3.768, 2.373)  0.000
C (3.131, 4.260, 2.622)  0.000
C (4.249, 3.438, 2.473)  0.000
C (4.092, 2.115, 2.065)  0.001
C (2.813, 1.614, 1.802)  0.006
H (0.978, 4.406, 2.477)  0.000
H (3.252, 5.299, 2.933)  0.000
H (5.248, 3.834, 2.669)  0.000
H (4.961, 1.465, 1.938)  0.000
H (2.685, 0.571, 1.453)  -0.002
H (-0.286, 4.029, -3.281)  0.000
H (0.477, 4.080, -3.228)  0.000
N (-4.066, -4.689, 3.452)  0.000
C (-3.409, -3.926, 2.892)  0.000
C (-2.593, -2.999, 2.209)  0.001
C (-1.248, -2.896, 2.571)  -0.002
C (-0.442, -2.018, 1.893)  0.006
N (-1.062, -1.328, 0.923)  0.011
C (-2.336, -1.350, 0.501)  0.006
C (-3.151, -2.236, 1.170)  0.000
H (-0.834, -3.499, 3.379)  0.000
H (0.603, -1.865, 2.127)  0.000
H (-2.688, -0.722, -0.306)  -0.003
H (-4.200, -2.332, 0.891)  0.000

Summary:
- expectation value of S² = 0.751
- gap between HOMO and LUMO (alpha / beta) (eV) = 5.97 / 5.96
- multiplicity = 2
- ΔE to the lowest compared entry with this formula, charge and spin (kJ/mol) = 360.6
- net charge = +2
- HOMO energy (alpha / beta) (eV) = -12.884 / -12.840
- LUMO energy (alpha / beta) (eV) = -6.91 / -6.88

---

| no. | M (g mol⁻¹) |
| --- | --- |
| 1 | 1067.83 |
| 2 | 826.91 |
| 3 | 897.90 |
| 4 | 806.28 |